1.
Below is C5H8O as an isolated structure, with properties calculated with wB97M-V/def2-TZVPD.

The geometry in XYZ format:
```
14
C5H8O, DFT wB97M-V/def2-TZVPD
O -1.45024 1.38533 0.55977
C -0.65443 0.66501 -1.42160
C 0.95023 0.51192 0.48707
C 0.93898 -0.90374 -0.14081
C -0.51667 0.45137 0.07291
C -0.51638 -1.06228 0.34338
H -0.59347 -1.32497 1.40310
H 1.11608 0.48534 1.57063
H -1.17133 -1.68060 -0.27665
H -2.31388 1.14621 0.19031
H 0.07167 1.47587 -1.65125
H 0.84833 -0.80599 -1.24057
H 1.71753 -1.63058 0.07411
H 1.57357 1.28710 0.02960
```

Properties
* net charge: 0
* multiplicity: 1
* energy relative to the best compared isomer or geometry (same formula, charge and spin): 124.64 kcal per mole
* E_tot: -7356.850 eV
* molecular weight: 84.1 g mol⁻¹
* gap between HOMO and LUMO: 8.45 eV
* HOMO energy: -8.97 eV

***

2.
Below is a 2-piece molecular cluster, C5H8O overall in a non-equilibrium geometry, with properties calculated with wB97M-V/def2-TZVPD.

The geometry in XYZ format:
```
14
C5H8O, DFT wB97M-V/def2-TZVPD
O 2.00654 1.21829 0.07323
C -1.58174 1.68093 -0.31667
C 1.95810 -1.06591 -0.44637
C 2.19508 0.11093 0.46186
C -2.52265 -0.61492 0.42179
C -1.90282 0.51609 0.06083
H -0.78748 1.84856 -1.01409
H -3.35501 -0.92347 -0.26971
H 2.55639 -0.23666 1.57685
H 1.25410 -0.88392 -1.26898
H 2.96615 -1.24417 -0.90510
H 1.47887 -1.79094 0.13712
H -2.10149 2.55413 0.18749
H -2.16403 -1.16895 1.30175
```

Properties
* net charge: 0
* multiplicity: 1
* energy relative to the best compared isomer or geometry (same formula, charge and spin): 73.31 kcal per mole
* E_tot: -7359.076 eV
* molecular weight: 84.1 g mol⁻¹
* SMILES string: C=C=C.CC=O
* gap between HOMO and LUMO: 10.62 eV
* HOMO energy: -9.67 eV

***

3.
Below is one molecule with the formula C5H8O in a non-equilibrium geometry, with properties calculated with wB97M-V/def2-TZVPD.

The geometry in XYZ format:
```
14
C5H8O, DFT wB97M-V/def2-TZVPD
O 1.52074 -1.62812 0.37665
C 2.11515 -0.34075 0.48444
C -0.43029 0.00664 0.39241
C 0.83681 -0.51583 -0.19430
C -1.20438 1.09472 -0.33299
C -1.71139 -0.30949 -0.31185
H 3.01734 -0.13672 -0.09295
H -2.63312 -0.56740 0.20076
H -1.54923 -0.84303 -1.24420
H -0.77276 1.55975 -1.21209
H -0.37249 0.41465 1.38470
H 0.82480 -0.57666 -1.28269
H 2.09292 0.06738 1.49573
H -1.73410 1.77487 0.33641
```

Properties
* net charge: 0
* multiplicity: 1
* energy relative to the best compared isomer or geometry (same formula, charge and spin): 58.50 kcal per mole
* E_tot: -7359.718 eV
* molecular weight: 84.1 g mol⁻¹
* SMILES string: C1CC1[C@H]1CO1
* gap between HOMO and LUMO: 11.24 eV
* HOMO energy: -10.06 eV

***

4.
Below is one molecule with the formula C5H8O, with properties calculated with wB97M-V/def2-TZVPD.

The geometry in XYZ format:
```
14
C5H8O, DFT wB97M-V/def2-TZVPD
O -0.42936 -1.15443 -0.68275
C 0.57280 1.00888 0.81628
C 0.74890 -1.17189 0.07812
C -0.75722 1.15998 0.15506
C 1.45535 0.21427 -0.06430
C -1.37576 -0.22703 -0.21303
H 0.54776 -1.40360 1.13709
H -0.63262 1.74306 -0.77162
H -1.47473 1.68600 0.79614
H 2.49220 0.15406 0.28320
H 1.43155 0.43867 -1.14110
H 1.39254 -1.95569 -0.32799
H -2.10342 -0.09867 -1.01915
H -1.90109 -0.62535 0.66745
```

Properties
* net charge: 0
* multiplicity: 1
* energy relative to the best compared isomer or geometry (same formula, charge and spin): 94.69 kcal per mole
* E_tot: -7358.149 eV
* molecular weight: 84.1 g mol⁻¹
* gap between HOMO and LUMO: 8.15 eV
* HOMO energy: -8.15 eV

***

5.
Below is a 2-piece molecular cluster, C5H8O overall in a non-equilibrium geometry, with properties calculated with wB97M-V/def2-TZVPD.

The geometry in XYZ format:
```
14
C5H8O, DFT wB97M-V/def2-TZVPD
O -2.18649 1.47244 1.13346
C 1.00232 -1.35962 0.41651
C -1.94134 0.42618 0.38201
C 1.08541 0.78967 -0.98638
C -1.61692 -0.37472 -0.51423
C 0.68349 0.08664 0.11539
H 0.46719 -1.62264 1.33149
H 0.92815 0.66288 1.04560
H -1.42512 2.07373 1.07611
H 0.53208 0.74787 -1.91305
H 1.88151 1.52010 -0.95834
H 0.67128 -1.95869 -0.43111
H -2.14586 -0.91545 -1.26834
H 2.06431 -1.54839 0.57089
```

Properties
* net charge: 0
* multiplicity: 1
* energy relative to the best compared isomer or geometry (same formula, charge and spin): 147.01 kcal per mole
* E_tot: -7355.880 eV
* molecular weight: 84.1 g mol⁻¹
* SMILES string: C#CO.C=CC
* gap between HOMO and LUMO: 8.11 eV
* HOMO energy: -7.60 eV

***

6.
Below is C5H8O as an isolated structure in a non-equilibrium geometry, with properties calculated with wB97M-V/def2-TZVPD.

The geometry in XYZ format:
```
14
C5H8O, DFT wB97M-V/def2-TZVPD
O -1.39131 1.12481 -0.10337
C 0.00181 1.09532 -0.71698
C 1.22725 -0.48023 1.20142
C -0.36674 -0.18817 -1.45662
C -0.14580 -0.04793 0.90405
C -1.14418 -0.31515 -0.17250
H -1.03450 -0.06151 -2.32387
H 1.23539 -1.26488 1.95916
H -2.03903 -0.92799 -0.03886
H 0.39846 -0.94010 -1.67224
H 1.74343 0.39721 1.60998
H 0.13472 2.00823 -1.35674
H 1.72807 -0.78272 0.28487
H -0.74210 0.14494 1.83048
```

Properties
* net charge: 0
* multiplicity: 1
* energy relative to the best compared isomer or geometry (same formula, charge and spin): 133.85 kcal per mole
* E_tot: -7356.451 eV
* molecular weight: 84.1 g mol⁻¹
* gap between HOMO and LUMO: 8.67 eV
* HOMO energy: -7.87 eV

***

7.
Below is one molecule with the formula C5H8O in a non-equilibrium geometry, with properties calculated with wB97M-V/def2-TZVPD.

The geometry in XYZ format:
```
14
C5H8O, DFT wB97M-V/def2-TZVPD
O 0.57063 0.25650 -1.35082
C 1.30049 0.31488 0.96933
C 0.30323 -0.09415 -0.03768
C 2.01894 1.41917 0.74726
C -0.83622 -0.69486 0.31152
C -1.97029 -1.05658 -0.58776
H -1.92069 -0.53741 -1.54631
H 2.05345 1.71471 -0.28654
H 1.63799 -0.33915 1.76315
H -2.95007 -0.80735 -0.18628
H -1.95718 -2.12723 -0.80396
H 2.91265 1.74986 1.25932
H -0.16292 0.81632 -1.63379
H -1.00000 -0.61470 1.38255
```

Properties
* net charge: 0
* multiplicity: 1
* energy relative to the best compared isomer or geometry (same formula, charge and spin): 45.77 kcal per mole
* E_tot: -7360.271 eV
* molecular weight: 84.1 g mol⁻¹
* SMILES string: C=C/C(O)=C/C
* gap between HOMO and LUMO: 9.40 eV
* HOMO energy: -8.61 eV

***

8.
Below is C5H8O as an isolated structure, with properties calculated with wB97M-V/def2-TZVPD.

The geometry in XYZ format:
```
14
C5H8O, DFT wB97M-V/def2-TZVPD
O -0.03455 0.08800 1.65454
C -0.09019 0.65841 -0.69668
C -1.31934 -0.55056 1.54964
C 1.44908 -0.15741 -0.86799
C 0.39485 0.75711 0.60054
C -1.09559 0.80058 -1.52394
H 2.18994 0.56800 -1.20837
H -0.98529 0.31002 -2.49889
H 1.12380 -0.81556 -1.67378
H 1.88226 -0.78717 -0.08292
H -1.30036 -1.33405 0.78702
H -1.49714 -0.97441 2.53714
H 1.25224 1.37620 0.85702
H -2.08597 0.18222 1.29449
```

Properties
* net charge: 0
* multiplicity: 1
* energy relative to the best compared isomer or geometry (same formula, charge and spin): 134.81 kcal per mole
* E_tot: -7356.409 eV
* molecular weight: 84.1 g mol⁻¹
* gap between HOMO and LUMO: 7.92 eV
* HOMO energy: -7.31 eV

***

9.
Below is C5H8O as an isolated structure, with properties calculated with wB97M-V/def2-TZVPD.

The geometry in XYZ format:
```
14
C5H8O, DFT wB97M-V/def2-TZVPD
O -1.75857 1.50747 0.54376
C 0.48504 0.61826 0.48679
C 0.58667 0.87142 -1.01119
C 0.37597 -0.91592 0.44494
C -0.75206 1.19681 1.13701
C -0.10143 -1.06730 -0.98642
H 1.36599 -1.35924 0.56829
H -0.69136 1.30548 2.24306
H 0.30454 -1.94952 -1.50282
H -0.29312 -1.37132 1.18071
H -1.17159 -0.99936 -1.14670
H 1.35987 0.94860 1.05950
H -0.32124 1.38443 -1.34955
H 0.61127 -0.16980 -1.66738
```

Properties
* net charge: 0
* multiplicity: 1
* energy relative to the best compared isomer or geometry (same formula, charge and spin): 109.56 kcal per mole
* E_tot: -7357.504 eV
* molecular weight: 84.1 g mol⁻¹
* gap between HOMO and LUMO: 8.90 eV
* HOMO energy: -8.24 eV

***

10.
Below is one molecule with the formula C5H8O, with properties calculated with wB97M-V/def2-TZVPD.

The geometry in XYZ format:
```
14
C5H8O, DFT wB97M-V/def2-TZVPD
O 0.78449 -1.21320 1.23311
C -1.36595 0.45562 -0.20637
C 0.72637 -0.73924 -0.13170
C 0.98640 0.74059 -0.22449
C -0.30673 1.37994 -0.06537
C -0.74489 -0.85447 -0.57394
H -0.45123 2.45277 0.04355
H 1.38424 -1.35849 -0.75312
H -1.22758 -1.75265 -0.17819
H 1.90785 1.20104 0.11811
H 1.65133 -0.96136 1.57804
H -2.42171 0.68078 -0.14792
H -0.19161 0.88577 0.98575
H -0.73099 -0.91709 -1.67748
```

Properties
* net charge: 0
* multiplicity: 1
* energy relative to the best compared isomer or geometry (same formula, charge and spin): 101.61 kcal per mole
* E_tot: -7357.849 eV
* molecular weight: 84.1 g mol⁻¹
* gap between HOMO and LUMO (spin up / spin down): 7.73 / 8.01 eV
* HOMO energy (spin up / spin down): -6.84 / -7.07 eV

***

11.
Below is a 2-piece molecular cluster, C5H8O overall, with properties calculated with wB97M-V/def2-TZVPD.

The geometry in XYZ format:
```
14
C5H8O, DFT wB97M-V/def2-TZVPD
O 0.49241 -0.29338 -1.46959
C -0.71894 0.69287 0.33055
C 1.39336 0.33792 -0.53572
C -1.26164 -0.74171 0.12348
C 0.68235 0.91898 0.62053
C -0.79997 -0.00499 -1.05431
H -2.33129 -0.81988 0.30147
H 2.22560 -0.33170 -0.29325
H -0.67056 -1.57957 0.48075
H 1.14046 -0.27398 2.01613
H 1.82526 1.22505 -1.03022
H -1.45824 1.40047 0.69475
H -1.47028 0.35288 -1.83003
H 1.07969 -1.01860 1.91945
```

Properties
* net charge: 0
* multiplicity: 1
* energy relative to the best compared isomer or geometry (same formula, charge and spin): 129.39 kcal per mole
* E_tot: -7356.644 eV
* molecular weight: 84.1 g mol⁻¹
* gap between HOMO and LUMO: 8.76 eV
* HOMO energy: -8.59 eV

***

12.
Below is one molecule with the formula C5H8O, with properties calculated with wB97M-V/def2-TZVPD.

The geometry in XYZ format:
```
14
C5H8O, DFT wB97M-V/def2-TZVPD
O 0.23275 -1.52651 -1.70330
C -0.06136 -1.11170 -0.60395
C 0.94219 -0.32708 0.23724
C 0.74125 2.13514 -0.16015
C 0.43435 1.05745 0.55519
C -1.44008 -1.32139 -0.01431
H -1.98166 -2.05695 -0.61177
H -0.24574 1.15154 1.40204
H 1.87430 -0.28229 -0.33277
H -1.99142 -0.37359 -0.02833
H -1.38182 -1.65097 1.02908
H 1.13066 -0.88338 1.16582
H 0.33366 3.11323 0.07964
H 1.41292 2.07650 -1.01444
```

Properties
* net charge: 0
* multiplicity: 1
* energy relative to the best compared isomer or geometry (same formula, charge and spin): 18.96 kcal per mole
* E_tot: -7361.433 eV
* molecular weight: 84.1 g mol⁻¹
* SMILES string: C=CCC(C)=O
* gap between HOMO and LUMO: 10.36 eV
* HOMO energy: -9.39 eV

***

13.
Below is one molecule with the formula C5H8O in a non-equilibrium geometry, with properties calculated with wB97M-V/def2-TZVPD.

The geometry in XYZ format:
```
14
C5H8O, DFT wB97M-V/def2-TZVPD
O -0.42288 1.75931 -1.19476
C -0.42268 0.62344 -1.59945
C 0.25644 -0.65051 0.60985
C -1.17779 -0.29239 0.64028
C 1.35704 0.35500 0.83097
C -0.52481 -0.57702 -0.70527
H -1.94911 -0.96610 1.00483
H 1.09416 1.29355 0.34216
H 1.54341 0.56284 1.88996
H -0.69401 -1.53152 -1.20665
H -0.42872 0.36818 -2.67071
H 2.27311 -0.04173 0.36742
H -1.39364 0.77418 0.77644
H 0.48947 -1.67724 0.91493
```

Properties
* net charge: 0
* multiplicity: 1
* energy relative to the best compared isomer or geometry (same formula, charge and spin): 27.73 kcal per mole
* E_tot: -7361.053 eV
* molecular weight: 84.1 g mol⁻¹
* SMILES string: C[C@H]1C[C@H]1C=O
* gap between HOMO and LUMO: 10.87 eV
* HOMO energy: -9.81 eV

***

14.
Below is C5H8O as an isolated structure, with properties calculated with wB97M-V/def2-TZVPD.

The geometry in XYZ format:
```
14
C5H8O, DFT wB97M-V/def2-TZVPD
O -1.69798 -0.25804 1.35894
C 0.39421 0.38406 -1.54684
C 0.51432 0.58953 1.74696
C -0.58482 0.12181 0.86249
C -0.69837 0.05183 -0.55752
C 0.02322 -1.04368 -1.32855
H 0.10218 0.86879 -2.47701
H -0.56215 -1.56364 -2.08186
H 0.20230 0.59547 2.79262
H -2.00579 -0.30989 0.17247
H 1.38078 0.69495 -1.19156
H 0.73511 -1.68141 -0.80916
H 1.39535 -0.04969 1.61964
H 0.80164 1.59991 1.43939
```

Properties
* net charge: 0
* multiplicity: 1
* energy relative to the best compared isomer or geometry (same formula, charge and spin): 91.32 kcal per mole
* E_tot: -7358.295 eV
* molecular weight: 84.1 g mol⁻¹
* gap between HOMO and LUMO: 9.16 eV
* HOMO energy: -8.29 eV

***

15.
Below is one molecule with the formula C5H8O, with properties calculated with wB97M-V/def2-TZVPD.

The geometry in XYZ format:
```
14
C5H8O, DFT wB97M-V/def2-TZVPD
O -3.06329 0.51704 -0.85604
C 1.04128 -0.91153 0.01243
C -0.25933 -0.97714 0.29918
C 1.87460 0.34365 -0.04107
C -1.15179 0.20409 0.58766
C -1.87192 0.60072 -0.68602
H 1.62855 0.95433 -0.91823
H 1.72667 0.97182 0.84526
H -1.90470 -0.03587 1.34419
H -0.75383 -1.94701 0.28551
H 2.93961 0.10565 -0.10245
H 1.55727 -1.84583 -0.20264
H -1.20391 0.95797 -1.50029
H -0.55921 1.06212 0.93253
```

Properties
* net charge: 0
* multiplicity: 1
* energy relative to the best compared isomer or geometry (same formula, charge and spin): 24.75 kcal per mole
* E_tot: -7361.182 eV
* molecular weight: 84.1 g mol⁻¹
* SMILES string: C/C=C\CC=O
* gap between HOMO and LUMO: 10.40 eV
* HOMO energy: -9.43 eV

***

16.
Below is one molecule with the formula C5H8O, with properties calculated with wB97M-V/def2-TZVPD.

The geometry in XYZ format:
```
14
C5H8O, DFT wB97M-V/def2-TZVPD
O -0.35763 0.75183 1.76367
C 1.76245 -0.43460 0.28603
C 1.27207 0.23708 -0.95678
C 0.32447 -0.58179 -0.09787
C -2.08767 0.31438 0.17833
C -0.67351 0.20786 0.72501
H -0.00043 -1.52069 -0.54200
H 2.43306 -1.28181 0.17797
H 1.92107 0.18618 1.16076
H -2.49731 1.31050 0.37463
H -2.72401 -0.41768 0.68977
H 1.59099 -0.17841 -1.91030
H 1.14565 1.31550 -0.96445
H -2.12729 0.11152 -0.89561
```

Properties
* net charge: 0
* multiplicity: 1
* energy relative to the best compared isomer or geometry (same formula, charge and spin): 21.75 kcal per mole
* E_tot: -7361.312 eV
* molecular weight: 84.1 g mol⁻¹
* SMILES string: CC(=O)C1CC1
* gap between HOMO and LUMO: 10.78 eV
* HOMO energy: -9.71 eV